1.
This record from the OMol25 dataset describes a 22-piece molecular cluster, C68H186N6O44 overall. The level of theory is ωB97M-V/def2-TZVPD.

Structure (ORCA input):
```
! wB97M-V def2-TZVPD RIJCOSX def2/J DEFGRID3
* xyz 0 1
C -5.2329 1.9791 -1.8870
C -5.7968 0.5737 -1.5865
O -6.0317 -0.1098 -2.8488
O -6.2624 2.8677 -2.1854
H -4.5008 1.9301 -2.6931
H -4.6188 2.4335 -1.1095
H -6.7611 0.6745 -1.0883
H -5.1697 -0.0928 -0.9944
H -5.2267 -0.5916 -3.0520
H -5.9488 3.7743 -2.1465
C 3.6957 -3.8329 2.9532
C 3.0455 -4.3476 4.2372
O 1.6422 -4.3856 3.9996
O 3.9663 -2.4249 2.9641
H 3.0559 -4.1159 2.1174
H 4.6304 -4.3844 2.8518
H 3.2648 -3.6369 5.0340
H 3.4713 -5.3134 4.5095
H 1.3001 -3.4943 4.1000
H 3.1246 -1.9782 2.8470
C 0.1911 -8.4707 2.3722
C 1.4027 -7.5727 2.0622
O 1.0016 -6.2970 1.6168
O -0.6499 -8.5716 1.2059
H -0.3920 -7.9566 3.1363
H 0.5520 -9.4282 2.7476
H 1.9836 -8.0867 1.2964
H 2.0213 -7.4242 2.9474
H 1.1711 -5.6293 2.2853
H -0.7296 -7.6832 0.8509
C 0.0473 -3.8480 -3.3443
C 0.8742 -2.6096 -3.8233
O 1.5056 -2.0256 -2.7309
O -1.0122 -3.2901 -2.6830
H 0.5628 -4.4497 -2.5957
H -0.2190 -4.5782 -4.1085
H 0.2351 -1.8252 -4.2286
H 1.6790 -2.9531 -4.4733
H 1.9418 -2.7542 -2.2833
H -0.6308 -2.7834 -1.9623
C 5.0018 0.8097 -2.0995
C 3.5079 0.5253 -2.1215
O 2.6494 1.4967 -1.5405
O 5.6476 0.5278 -0.8455
H 5.0318 1.8751 -2.3278
H 5.4707 0.3341 -2.9609
H 3.2323 -0.4032 -1.6214
H 3.2444 0.3696 -3.1677
H 1.8014 1.0470 -1.5578
H 5.3975 -0.3805 -0.6612
C 0.5422 6.7233 -2.5343
C -0.2292 7.6696 -3.5114
O 0.1774 9.0138 -3.3345
O 1.8187 6.3818 -2.9638
H -0.0632 5.8172 -2.5106
H 0.4722 7.2334 -1.5736
H -1.3058 7.5578 -3.3826
H -0.0286 7.3278 -4.5268
H 0.9476 9.1945 -3.8784
H 2.0848 5.5750 -2.5168
C 1.3358 7.7400 2.5870
C 0.7401 6.6608 3.4529
O 1.6206 5.5135 3.4715
O 0.5089 8.9333 2.6245
H 1.3929 7.4481 1.5383
H 2.3494 8.0957 2.7718
H -0.2363 6.4382 3.0227
H 0.5590 7.0717 4.4462
H 2.2307 5.6479 4.2005
H 0.7499 9.5646 1.9426
C -2.8356 7.2245 1.4036
C -2.5513 7.8631 0.0362
O -3.2677 7.2449 -0.9811
O -4.0683 7.4857 1.9824
H -2.0341 7.5426 2.0703
H -2.8455 6.1359 1.3483
H -1.4654 7.8460 -0.0568
H -2.8983 8.8913 0.1381
H -3.3686 7.8521 -1.7178
H -4.7553 6.8804 1.6938
C 4.4163 5.8058 -0.8271
C 3.9384 4.4100 -0.6144
O 2.6054 4.2285 -1.1149
O 4.8425 6.0615 -2.1942
H 5.2180 6.0981 -0.1489
H 3.6467 6.5376 -0.5819
H 3.8967 4.2537 0.4635
H 4.6908 3.7400 -1.0305
H 2.4973 3.3034 -1.3475
H 5.6285 5.6012 -2.4973
C 1.5693 -0.3913 -6.4043
C 1.6175 1.0042 -6.9778
O 0.8279 0.9000 -8.1719
O 2.4850 -1.3648 -6.9747
H 0.5507 -0.7693 -6.3160
H 1.9033 -0.2345 -5.3786
H 2.6421 1.2234 -7.2780
H 1.2025 1.7699 -6.3223
H 1.4575 0.6278 -8.8435
H 1.9488 -1.6598 -7.7144
C 1.6494 -0.5997 4.8202
C 0.1412 -0.8533 4.8137
O -0.2021 -2.1298 5.2586
O 1.9744 -0.6380 3.4633
H 2.2964 -1.3018 5.3461
H 1.7355 0.4192 5.1976
H -0.3663 -0.7683 3.8528
H -0.3478 -0.0501 5.3649
H -0.0189 -2.0210 6.1947
H 1.9775 0.2423 3.0803
C 1.2036 4.9945 -7.1839
C 0.0216 4.8008 -6.2532
O 0.4153 4.5686 -4.9262
O 1.8963 6.1502 -6.7356
H 1.0096 5.0729 -8.2537
H 1.8929 4.1519 -7.2376
H -0.6277 3.9494 -6.4573
H -0.6431 5.6568 -6.1370
H 1.1229 5.2092 -4.8243
H 2.5676 6.3841 -7.3809
C -5.3273 5.2330 -4.8776
C -5.1260 6.0425 -3.5902
O -4.6407 5.1615 -2.5514
O -6.3688 4.2940 -4.7609
H -4.3826 4.7442 -5.1158
H -5.7405 5.8059 -5.7078
H -6.0713 6.5217 -3.3357
H -4.3787 6.8331 -3.6580
H -4.0215 5.7159 -2.0709
H -6.2277 3.6848 -4.0325
C 0.2419 -9.0505 -1.6795
C -0.2471 -7.6320 -1.9504
O -0.7420 -7.5375 -3.2959
O 1.2062 -9.6040 -2.5684
H -0.6858 -9.6213 -1.7196
H 0.6168 -9.2050 -0.6677
H 0.6230 -6.9766 -1.9098
H -1.0122 -7.3916 -1.2121
H 0.0086 -7.5192 -3.8941
H 0.7714 -9.6282 -3.4240
C -2.0206 -5.6813 4.5056
C -2.2909 -4.1816 4.2109
O -1.5346 -3.5060 3.2300
O -0.8220 -5.8963 5.2126
H -1.9125 -6.0970 3.5038
H -2.9237 -6.1067 4.9434
H -2.3370 -3.6110 5.1385
H -3.2774 -4.2562 3.7534
H -0.8429 -3.1038 3.7604
H -0.1504 -5.4019 4.7371
C 1.2474 2.4738 1.3857
C 0.1970 2.4314 2.5929
O 0.6788 2.4589 3.8901
O 2.2305 1.5146 1.4835
H 1.8109 3.4055 1.4357
H 0.7409 2.4174 0.4222
H -0.4338 1.5434 2.5526
H -0.4969 3.2683 2.6725
H 0.8073 3.3987 4.0378
H 2.5986 1.5041 0.5970
C 6.2520 3.4072 8.8310
O 5.6141 2.9443 7.6066
C 5.4116 1.5220 7.6069
C 4.7490 1.1532 6.2640
N 5.7431 1.2648 5.1415
C 4.9821 1.1515 3.8820
C 5.8992 1.2364 2.6421
O 6.7225 2.4125 2.7569
C 7.6661 2.4623 1.6426
H 6.4875 4.4300 8.5368
H 7.1046 2.7793 9.0895
H 5.6015 3.4266 9.7054
H 4.8778 1.2704 8.5233
H 6.3729 1.0082 7.6099
H 3.9044 1.7872 5.9942
H 4.3585 0.1360 6.2935
H 6.1858 2.1707 5.2011
H 4.2273 1.9331 3.7957
H 4.4199 0.2178 3.8913
H 5.3340 1.1463 1.7144
H 6.5413 0.3577 2.7035
H 8.0849 1.4995 1.3498
H 8.4920 3.1402 1.8581
H 7.1427 2.7815 0.7413
C -2.1512 3.8856 -0.9892
O -1.9210 2.6393 -1.6169
C -0.8015 2.5353 -2.5065
C -0.5232 1.0035 -2.8052
N 0.2124 0.3019 -1.7526
C -0.6892 -0.0397 -0.6523
C -0.1504 -1.0841 0.2504
O -0.1684 -2.3582 -0.3571
C 0.4611 -3.3758 0.4491
H -1.8700 4.7344 -1.6126
H -1.4559 3.9323 -0.1511
H -3.1553 4.0315 -0.5911
H 0.1985 2.9132 -2.2938
H -1.0435 2.8818 -3.5113
H 0.1506 0.9845 -3.6617
H -1.4300 0.4399 -3.0250
H 0.4258 -0.5550 -2.2428
H -1.6440 -0.4447 -0.9874
H -0.8836 0.8911 -0.1195
H -0.8013 -1.1211 1.1240
H 0.7925 -0.6686 0.6059
H 1.5247 -3.1375 0.4439
H 0.3646 -4.3268 -0.0747
H 0.1102 -3.4356 1.4793
C -4.3988 -6.3206 -4.4054
O -4.4251 -4.8977 -4.3340
C -4.1339 -4.3472 -3.0606
C -4.4910 -2.8974 -3.0410
N -3.4805 -1.9078 -3.5016
C -3.5996 -1.6599 -4.9315
C -2.4918 -0.7387 -5.3973
O -2.6369 0.6522 -4.9359
C -3.6698 1.4529 -5.5420
H -4.7110 -6.6564 -5.3943
H -4.9761 -6.9214 -3.7027
H -3.3664 -6.6643 -4.3413
H -3.1026 -4.6089 -2.8243
H -4.6988 -4.8742 -2.2916
H -4.7686 -2.6332 -2.0206
H -5.3782 -2.9213 -3.6737
H -2.6126 -2.3596 -3.2511
H -4.5769 -1.2138 -5.1156
H -3.5690 -2.5776 -5.5189
H -2.4466 -0.6785 -6.4847
H -1.5223 -1.0882 -5.0423
H -3.9410 1.1991 -6.5668
H -3.7545 2.4961 -5.2373
H -4.6279 1.2270 -5.0739
C -6.2507 5.0186 1.0087
O -5.3538 4.7145 2.0450
C -5.2233 3.3098 2.2399
C -4.2018 3.0031 3.2928
N -4.1288 1.5846 3.6266
C -3.1958 1.3755 4.7239
C -3.3947 -0.0494 5.3683
O -4.5827 -0.1840 6.1560
C -4.7539 -1.4815 6.6850
H -7.2125 4.7022 1.4122
H -6.0298 4.5577 0.0460
H -6.3538 6.0905 0.8396
H -4.8775 2.8169 1.3313
H -6.1743 2.8325 2.4763
H -4.4291 3.5000 4.2360
H -3.2304 3.3479 2.9386
H -5.0410 1.2808 3.9359
H -3.4672 1.9747 5.5930
H -2.1658 1.5937 4.4416
H -2.6205 -0.3445 6.0766
H -3.4384 -0.7901 4.5699
H -4.0328 -1.7197 7.4669
H -4.8843 -2.2394 5.9126
H -5.7074 -1.4821 7.2131
C 9.7508 -3.6035 -0.0296
O 8.3903 -3.4285 0.2909
C 7.9234 -2.1126 0.1896
C 6.5352 -2.0751 0.7350
N 5.3897 -2.2124 -0.2521
C 5.5128 -3.2988 -1.1917
C 4.2995 -3.4182 -2.0992
O 3.1209 -3.9553 -1.4545
C 3.2781 -5.2928 -0.9118
H 10.4590 -3.0083 0.5468
H 9.8711 -3.4172 -1.0968
H 10.0195 -4.6556 0.0656
H 7.9992 -1.7588 -0.8386
H 8.5124 -1.4626 0.8366
H 6.2977 -1.1040 1.1695
H 6.4377 -2.7937 1.5488
H 4.5467 -2.3783 0.2789
H 5.8018 -4.1965 -0.6451
H 6.3315 -3.1451 -1.8948
H 4.5506 -4.0732 -2.9335
H 4.1092 -2.4067 -2.4580
H 2.3873 -5.5944 -0.3608
H 4.1463 -5.3944 -0.2606
H 3.2085 -5.9953 -1.7423
C -3.9048 -7.5715 2.5730
O -3.8609 -6.2760 1.9806
C -3.4740 -6.2240 0.6040
C -2.9358 -4.7736 0.3448
N -4.0663 -3.8882 0.4844
C -3.6711 -2.5099 0.5548
C -4.6251 -1.6214 1.3721
O -6.0074 -1.7051 0.9941
C -6.6883 -0.8583 1.8951
H -4.5408 -8.2528 2.0078
H -4.3642 -7.5986 3.5611
H -2.9051 -8.0011 2.5079
H -4.2493 -6.3965 -0.1424
H -2.7045 -6.9780 0.4383
H -2.5604 -4.7164 -0.6769
H -2.1122 -4.4578 0.9852
H -4.5833 -4.1797 1.3017
H -3.4902 -2.0932 -0.4360
H -2.7174 -2.3741 1.0647
H -4.3641 -0.5988 1.0997
H -4.4737 -1.8035 2.4361
H -6.7838 -1.2675 2.9009
H -7.7534 -0.9031 1.6679
H -6.4318 0.1995 1.8381
*
```

**HOMO energy**: -8.306 eV
**Gap between HOMO and LUMO**: 8.4 eV
**Lowest unoccupied orbital energy**: 0.129 eV

2.
This record from the OMol25 dataset describes a 2-piece molecular cluster, C4H14N3S overall. The level of theory is ωB97M-V/def2-TZVPD.

Structure (ORCA input):
```
! wB97M-V def2-TZVPD RIJCOSX def2/J DEFGRID3
* xyz 1 1
C -2.2208 -2.2798 -0.9355
N -1.7775 -1.2997 0.0632
C -1.1219 -1.6143 1.1737
N -0.6005 -0.7484 2.0391
H -1.5937 -2.1810 -1.8412
H -3.2346 -2.0051 -1.2919
H -2.1062 -3.3126 -0.5657
H -1.7956 -0.2780 -0.1749
H -1.0176 -2.6727 1.3730
H -0.6110 0.2643 1.8983
H 0.0339 -1.1060 2.7096
C 1.8660 2.0224 -0.1683
C 0.7101 1.0694 -0.5939
S -0.8917 1.8219 -0.1787
N 3.1572 1.1598 0.0579
H 2.0026 2.9596 -0.8165
H 1.5665 2.4546 0.8471
H 0.6924 0.8419 -1.6839
H 0.8313 0.1064 0.0244
H -1.2838 2.0968 -1.4361
H 3.5091 0.8885 -0.8675
H 3.8858 1.8119 0.3678
*
```

**HOMO energy**: -12.948 eV
**Gap between HOMO and LUMO**: 9.7 eV
**Lowest unoccupied orbital energy**: -3.239 eV

3.
This record from the OMol25 dataset describes the molecule C6H13NO2Si. The level of theory is ωB97M-V/def2-TZVPD.

Structure (ORCA input):
```
! wB97M-V def2-TZVPD RIJCOSX def2/J DEFGRID3
* xyz 0 1
C 3.6067 1.9408 -1.3864
C 3.1524 0.9355 -0.6605
C 1.6654 0.1051 0.8321
C -2.7903 -0.3429 0.8598
C -0.9492 0.0917 -1.3273
C 0.5231 0.5852 1.5247
N -0.6611 -2.4125 0.3372
O 2.3049 -0.9241 0.9600
O 1.9630 1.1118 -0.0759
Si -0.9643 -0.7466 0.4474
H 4.5498 2.0693 -1.9668
H 3.0849 2.8798 -1.5787
H 3.7242 0.0647 -0.6490
H -3.2231 -0.7723 1.8187
H -2.9850 0.6678 1.0167
H -3.4349 -0.7459 0.0766
H -1.9934 -0.1142 -1.6932
H -0.6380 1.0594 -1.2201
H -0.1336 -0.3005 -1.9537
H 0.0984 1.6155 1.2286
H 0.4874 0.2715 2.5587
H -1.1194 -3.1544 0.8875
H -0.1291 -2.7233 -0.4178
*
```

**HOMO energy**: -8.913 eV
**Gap between HOMO and LUMO**: 9.5 eV
**Structure (SMILES)**: C=COC(=O)C[Si](C)(C)N
**Lowest unoccupied orbital energy**: 0.601 eV

4.
This record from the OMol25 dataset describes C16H16ClN2O3PSe2Tc as an isolated structure. The level of theory is ωB97M-V/def2-TZVPD.

Structure (ORCA input):
```
! wB97M-V def2-TZVPD RIJCOSX def2/J DEFGRID3
* xyz 0 2
Tc -2.5698 0.4320 0.4563
N -4.5172 1.2408 -0.1420
C -4.2046 2.2996 -1.1243
C -2.9859 3.0518 -0.6268
O -2.8197 4.2329 -0.7844
N -2.0943 2.2272 0.0713
C -1.3632 2.8270 1.1883
C -2.0092 2.2964 2.4970
O -1.7886 2.7982 3.5624
O -2.8078 1.2552 2.2808
H -5.1181 0.5400 -0.5698
H -4.9815 1.6292 0.6749
H -5.0189 3.0070 -1.2705
H -3.9790 1.8170 -2.0766
H -1.4149 3.9131 1.1430
H -0.3187 2.5133 1.1835
Se -2.5235 -1.1348 -1.3393
P 0.4480 -1.5038 -0.4411
Se -0.5974 -0.6347 1.3738
C 1.6271 -0.1706 -0.8722
C 2.9812 -0.4204 -1.0770
C 3.8222 0.5940 -1.5177
C 3.3223 1.8628 -1.7610
C 1.9688 2.1154 -1.5743
C 1.1274 1.1048 -1.1414
C 1.5090 -2.7498 0.3644
C 2.3432 -2.4440 1.4417
C 3.1114 -3.4319 2.0306
C 3.0555 -4.7364 1.5497
C 2.2293 -5.0490 0.4836
C 1.4552 -4.0566 -0.1066
H 3.3886 -1.4048 -0.8891
H 4.8740 0.3862 -1.6667
H 3.9811 2.6522 -2.0982
H 1.5662 3.1012 -1.7695
H 0.0715 1.3106 -1.0136
H 2.3865 -1.4278 1.8164
H 3.7538 -3.1894 2.8672
H 3.6569 -5.5079 2.0129
H 2.1820 -6.0635 0.1102
H 0.8036 -4.2990 -0.9378
Cl -4.5523 -0.9832 -2.3079
*
```

**Expectation value of S²**: 1.171
**HOMO energy (alpha / beta)**: -8.335 / -8.546 eV
**Gap between HOMO and LUMO (alpha / beta)**: 6.1 / 6.4 eV
**Lowest unoccupied orbital energy (alpha / beta)**: -2.193 / -2.171 eV

5.
This record from the OMol25 dataset describes CCdF3O2S as an isolated structure. The level of theory is ωB97M-V/def2-TZVPD.

Structure (ORCA input):
```
! wB97M-V def2-TZVPD RIJCOSX def2/J DEFGRID3
* xyz 0 2
O 1.4975 0.5337 0.6140
Cd 2.0503 -1.2408 1.0524
S -0.5962 -1.2599 -0.5386
O 0.3154 -1.8922 0.6128
C -0.3422 0.5765 -0.2551
F -2.1022 1.0086 -1.0666
F -0.9427 0.9817 0.8829
F 0.1200 1.2926 -1.3017
*
```

**Expectation value of S²**: 0.755
**HOMO energy (alpha / beta)**: -9.855 / -9.798 eV
**Gap between HOMO and LUMO (alpha / beta)**: 7.0 / 6.4 eV
**Lowest unoccupied orbital energy (alpha / beta)**: -2.903 / -3.440 eV

6.
This record from the OMol25 dataset describes a 2-piece molecular cluster, C2H8NO2 overall. The level of theory is ωB97M-V/def2-TZVPD.

Structure (ORCA input):
```
! wB97M-V def2-TZVPD RIJCOSX def2/J DEFGRID3
* xyz -1 1
C -0.8029 2.6390 -0.1304
O -0.9613 1.3838 -0.8092
H 0.3113 2.9335 -0.3227
H -1.0899 2.5424 0.9056
H -1.2315 3.3225 -0.7844
N 0.1488 -2.3243 1.1526
C 1.0208 -1.5586 0.1055
O 0.6506 -0.3586 -0.3435
H -0.7111 -2.4463 0.5452
H -0.0572 -1.7084 1.8361
H 1.0593 -2.2985 -0.7544
H 2.0010 -1.5972 0.6674
H -0.1453 0.8380 -0.7900
*
```

**HOMO energy**: -3.167 eV
**Gap between HOMO and LUMO**: 7.4 eV
**Lowest unoccupied orbital energy**: 4.277 eV

7.
This record from the OMol25 dataset describes the molecule C17H18F3N5O4. The level of theory is ωB97M-V/def2-TZVPD.

Structure (ORCA input):
```
! wB97M-V def2-TZVPD RIJCOSX def2/J DEFGRID3
* xyz 0 1
O 3.0230 3.1064 -0.4316
O -2.5708 -0.0657 -4.2831
O 0.3743 -0.6500 -0.8038
F -1.3303 -4.8548 0.8441
F -1.3968 -2.7526 1.4795
F -3.1765 -3.9438 1.7854
N -3.4695 -2.2204 -0.6227
O 2.1780 0.2720 2.5264
C 2.9081 2.2193 0.4321
C -2.8404 -0.3584 -3.1301
C 0.4710 0.2074 -1.6843
C -2.7470 -3.3073 -0.4060
C -2.6375 -4.0552 -1.6305
C -3.3362 -3.3664 -2.5548
C 1.8504 3.2769 4.4836
C 2.1600 4.2794 3.5525
C 1.8559 1.9689 4.0808
C 2.4937 3.9140 2.2362
C 2.2222 1.5994 2.7711
C 2.5333 2.5863 1.8098
N -1.9686 0.0352 -2.1287
N -0.6742 0.6299 -2.3637
N -3.7791 -2.2536 -1.9521
N 3.0085 0.9052 0.0412
C 0.8728 -0.2073 2.2939
C -2.1416 -3.7333 0.9391
C -4.1346 -1.0730 -2.7653
C 1.8033 0.7744 -2.1736
C 3.0443 0.3900 -1.3400
H -2.0845 -4.9976 -1.7340
H -3.5018 -3.6060 -3.5907
H 1.5841 3.5211 5.5201
H 2.1500 5.3362 3.8395
H 1.6045 1.1987 4.8095
H 2.7898 4.6611 1.4915
H -2.1232 -0.4720 -1.2301
H -0.5885 1.3105 -3.1401
H 2.6886 0.2725 0.7505
H 0.3870 -0.3441 3.2730
H 0.9704 -1.1704 1.8175
H 0.2107 0.4448 1.6888
H -4.5996 -1.3030 -3.7160
H -4.8029 -0.4130 -2.1795
H 1.9647 0.3607 -3.1917
H 1.7225 1.8526 -2.1896
H 3.9602 0.7275 -1.8476
H 3.0721 -0.7025 -1.3764
*
```

**HOMO energy**: -9.176 eV
**Gap between HOMO and LUMO**: 9.8 eV
**Structure (SMILES)**: COc1ccccc1C(=O)NCCC(=O)NNC(=O)Cn1ccc(C(F)(F)F)n1
**Lowest unoccupied orbital energy**: 0.615 eV

One value per record, in order, for electronic energy: -172544.382 -19674.084 -19894.869 -180678.323 -28675.079 -7787.686 -41713.281 eV.